C23H31NO5 | ωB97M-V/def2-TZVPD

```
60
Properties=species:S:1:pos:R:3
C -5.345 -2.674 1.782
C -6.706 -2.212 1.275
C -6.815 -2.265 -0.251
C -6.131 -1.100 -0.959
H -6.456 -0.144 -0.525
O -4.723 -1.214 -0.854
C -4.027 -0.180 -1.492
O -4.250 1.074 -0.922
N -3.297 1.285 0.144
C -3.989 1.339 1.411
H -4.735 2.129 1.355
H -4.478 0.392 1.678
H -3.253 1.594 2.172
C -2.307 0.208 0.071
C -0.915 0.750 0.242
C 0.051 0.034 0.928
C 1.337 0.531 1.039
C 1.698 1.750 0.479
C 0.717 2.492 -0.207
C -0.567 1.969 -0.315
H -1.308 2.550 -0.839
O 0.877 3.696 -0.829
C 2.029 4.482 -0.627
H 2.918 4.025 -1.066
H 1.820 5.425 -1.134
H 2.208 4.673 0.433
O 2.968 2.270 0.562
C 3.950 1.569 1.289
C 4.383 0.267 0.658
C 4.288 0.078 -0.716
C 4.696 -1.105 -1.292
C 5.222 -2.131 -0.505
C 5.325 -1.945 0.869
C 4.904 -0.754 1.437
H 4.985 -0.624 2.507
H 5.726 -2.715 1.508
O 5.599 -3.257 -1.172
C 6.137 -4.328 -0.436
H 5.418 -4.716 0.294
H 6.362 -5.104 -1.166
H 7.059 -4.039 0.080
H 4.621 -1.262 -2.356
H 3.882 0.865 -1.334
H 4.800 2.262 1.313
H 3.621 1.401 2.325
H 2.075 -0.058 1.559
H -0.188 -0.919 1.375
H -2.505 -0.554 0.841
C -2.531 -0.421 -1.313
H -1.973 0.122 -2.074
H -2.284 -1.477 -1.340
H -4.351 -0.098 -2.543
H -6.406 -1.098 -2.026
H -7.868 -2.242 -0.539
H -6.380 -3.198 -0.614
H -7.482 -2.849 1.706
H -6.897 -1.189 1.610
H -4.554 -2.111 1.296
H -5.271 -2.538 2.859
H -5.196 -3.727 1.556
```

Energy = -1325.87448 Ha
Molecular weight = 401.50 g/mol
Energy above the lowest of the compared OMol25 structures with the same formula, charge and spin = 110.6 kcal/mol
Gap between HOMO and LUMO = 8.693 eV
Maximum force = 0.62 eV Å⁻¹